(1)
Below is C5H11Br4Na3O as an isolated structure in a non-equilibrium geometry, with properties calculated with ωB97M-V with the def2-TZVPD basis set.

Values from the calculation:
energy relative to the best compared isomer or geometry (same formula, charge and spin): 0.000 eV
spin multiplicity: 2
LUMO level (spin up / spin down): -10.902 / -14.043 eV
total charge: +3
HOMO level (spin up / spin down): -0.647 / -0.647 hartree

XYZ file:
```
24
Properties=species:S:1:pos:R:3:forces:R:3
Na 9.532 -18.441 3.620 -0.647 0.494 0.151
Na 8.021 -21.014 1.714 -0.828 0.225 0.023
Na 10.111 -18.623 0.030 -0.334 0.398 -0.192
C 7.085 -17.629 1.079 -0.701 -1.001 0.364
O 7.945 -18.526 1.762 2.170 -1.074 -0.079
H 7.309 -17.517 0.018 0.541 0.522 -0.207
H 6.086 -18.061 1.032 -0.335 -0.047 0.234
H 6.972 -16.687 1.615 0.291 0.255 -0.206
Br 5.490 -16.655 -3.189 0.271 0.069 0.039
C 4.434 -17.380 -1.734 -0.662 0.031 0.175
C 4.542 -18.907 -1.626 -0.241 1.294 0.715
Br 3.423 -19.385 -0.019 0.755 0.061 -1.148
H 3.411 -17.048 -1.911 0.018 -0.281 -0.227
H 4.740 -16.811 -0.855 0.241 -0.423 0.226
H 5.573 -19.186 -1.408 -0.226 -0.225 -0.054
H 4.184 -19.338 -2.561 -0.154 -0.392 0.444
Br 4.636 -13.471 0.170 0.040 -0.129 0.007
C 6.350 -14.099 -0.422 0.098 0.244 -0.383
C 6.948 -12.967 -1.334 -0.503 0.041 -0.011
Br 8.557 -13.579 -2.250 -0.627 0.279 0.731
H 6.141 -14.979 -1.030 -0.175 -0.127 -0.495
H 6.909 -14.431 0.453 0.119 0.522 -0.108
H 7.026 -12.054 -0.743 1.001 -0.189 0.090
H 6.262 -12.657 -2.121 -0.112 -0.546 -0.090
```
Forces are in eV/Å.

---

(2)
Below is a 2-piece molecular cluster, C5H11BrSi overall in a non-equilibrium geometry, with properties calculated with ωB97M-V with the def2-TZVPD basis set.

Values from the calculation:
energy relative to the best compared isomer or geometry (same formula, charge and spin): 6.506 eV
LUMO level (spin up / spin down): -0.278 / -0.790 eV
HOMO level (spin up / spin down): -0.305 / -0.254 hartree

XYZ file:
```
18
Properties=species:S:1:pos:R:3:forces:R:3
C 1.268 -0.158 -1.169 1.418 0.573 2.250
C 2.004 -0.627 0.144 0.726 -0.724 0.132
C 1.140 0.516 0.194 -0.008 1.047 -1.479
C 1.344 2.004 0.440 0.891 -1.295 2.255
C -1.938 -1.408 -0.534 0.284 0.093 -1.699
Si -2.041 -0.386 0.986 2.148 -1.121 -0.460
Br 4.119 -0.325 0.111 -1.922 -0.297 0.178
H 1.765 0.318 -2.022 0.325 0.031 0.695
H 0.558 -0.837 -1.492 -1.392 -1.220 -0.500
H 1.744 -1.598 0.733 0.815 1.786 -1.468
H 1.058 2.271 1.506 0.276 -0.229 -1.256
H 0.851 2.639 -0.242 -0.967 0.450 -0.785
H 2.419 2.246 0.342 -0.238 -0.263 0.115
H -1.235 -0.927 -1.258 -0.548 -0.582 0.558
H -1.755 -2.522 -0.505 -0.200 1.347 0.338
H -2.919 -1.213 -0.978 -0.118 -0.510 -0.329
H -1.857 1.013 0.937 -0.406 1.172 -0.072
H -2.785 -1.146 1.890 -1.085 -0.257 1.528
```
Forces are in eV/Å.

---

(3)
Below is C5H11CaClCrNS as an isolated structure in a non-equilibrium geometry, with properties calculated with ωB97M-V with the def2-TZVPD basis set.

Values from the calculation:
spin multiplicity: 4
LUMO level (spin up / spin down): 4.873 / 4.862 eV
total charge: -2
HOMO level (spin up / spin down): -0.023 / -0.034 hartree

XYZ file:
```
21
Properties=species:S:1:pos:R:3:forces:R:3
Cr -0.251 0.313 0.002 0.092 -2.426 -0.272
Cl -0.490 2.247 -1.175 -0.072 1.199 -0.633
C -2.082 -0.231 0.759 -0.154 -0.310 -0.037
H -1.945 -0.730 1.746 -0.303 0.281 -0.644
H -2.608 -0.889 0.032 0.055 0.349 0.541
H -2.595 0.751 0.878 0.048 -0.639 0.008
Ca 0.503 0.297 -2.860 -0.141 0.316 -0.045
C 2.723 0.879 -3.333 0.443 0.089 -0.249
C -0.966 0.062 -4.666 -0.300 -0.097 -0.547
C 0.391 -1.344 -0.996 -0.545 -0.711 0.252
H -1.363 -0.956 -4.690 -0.211 -0.155 -0.198
H -1.793 0.774 -4.602 -0.207 0.041 -0.121
H -0.399 0.251 -5.583 -0.082 -0.018 -0.295
H 3.408 0.108 -2.986 0.389 -0.178 0.060
H 2.820 0.972 -4.417 0.227 0.072 -0.300
H 3.003 1.826 -2.875 0.208 0.271 0.090
H -0.316 -2.140 -1.363 -0.015 0.519 0.368
H 1.364 -1.859 -1.216 -0.129 0.724 0.293
S 1.764 0.804 4.045 1.315 -0.012 2.261
C 0.891 0.930 2.744 -2.469 0.003 -4.322
N 0.273 0.953 1.720 1.850 0.681 3.790
```
Forces are in eV/Å.

---

(4)
Below is one molecule with the formula C5H11Cl2N, with properties calculated with ωB97M-V with the def2-TZVPD basis set.

Values from the calculation:
energy relative to the best compared isomer or geometry (same formula, charge and spin): 0.000 eV
SMILES string: CCN(C)C(C)(Cl)Cl
LUMO level: 0.810 eV
HOMO level: -0.344 hartree

XYZ file:
```
19
Properties=species:S:1:pos:R:3:forces:R:3
C 1.879 0.201 0.256 -0.204 -0.161 -0.048
C 0.563 -0.479 -0.108 0.126 0.055 -0.122
N -0.590 0.323 0.295 0.298 0.058 0.078
C -0.632 0.535 1.734 -0.001 0.105 0.075
C -1.804 0.013 -0.302 -0.446 -0.223 -0.105
C -1.791 -0.224 -1.799 0.049 -0.119 -0.018
Cl -2.587 -1.525 0.459 0.064 0.002 -0.063
Cl -2.975 1.328 0.017 -0.263 0.253 -0.031
H 2.076 0.158 1.323 0.063 0.028 0.095
H 2.693 -0.306 -0.257 0.100 -0.032 -0.001
H 1.861 1.240 -0.061 0.037 0.125 -0.029
H 0.536 -0.598 -1.189 -0.024 -0.070 0.057
H 0.516 -1.476 0.354 -0.044 -0.002 -0.080
H -1.554 1.040 2.006 0.090 -0.033 0.044
H -0.578 -0.415 2.278 0.012 -0.022 0.009
H 0.203 1.168 2.022 0.010 -0.006 0.072
H -2.816 -0.244 -2.163 0.041 -0.018 0.069
H -1.257 0.587 -2.289 0.040 0.068 -0.009
H -1.329 -1.178 -2.040 0.051 -0.008 0.007
```
Forces are in eV/Å.

---

Sequential E output: -300801.508; -83277.661; -77069.618; -31898.561 eV